Density functional theory data (ωB97M-V/def2-TZVPD) for C26H40Cl5N7NaOSTe as an isolated structure.

XYZ file:
```
82
C26H40Cl5N7NaOSTe (ωB97M-V/def2-TZVPD)
Na -0.88 -0.45 0.22
N -2.02 0.87 -1.43
C -3.38 1.08 -0.91
C -3.46 1.01 0.61
N -3.08 -0.31 1.12
C -4.10 -1.35 0.99
C -3.51 -2.62 0.40
N -2.43 -3.09 1.26
H -2.04 0.32 -2.28
H -1.55 1.75 -1.63
H -3.80 2.04 -1.23
H -4.02 0.31 -1.34
H -2.77 1.75 1.03
H -4.47 1.30 0.92
H -2.80 -0.22 2.09
H -4.55 -1.57 1.97
H -4.92 -0.99 0.36
H -4.31 -3.35 0.24
H -3.09 -2.37 -0.58
H -2.79 -3.39 2.16
H -1.94 -3.88 0.86
Cl 1.73 -5.60 4.65
C 1.35 -4.57 3.33
C 1.10 -3.21 3.54
Cl 1.17 -2.56 5.13
C 0.81 -2.38 2.47
Cl 0.45 -0.70 2.76
C 0.74 -2.83 1.13
O 0.49 -2.07 0.12
C 0.97 -4.22 0.98
Cl 0.86 -4.85 -0.64
C 1.27 -5.07 2.04
Cl 1.55 -6.74 1.75
N 0.91 -3.30 -4.32
C 1.28 -2.20 -3.34
C 0.06 -1.32 -3.17
N -1.09 -2.06 -2.68
C -1.45 -3.15 -3.57
C -0.30 -4.10 -3.88
H 1.70 -3.93 -4.46
H 0.72 -2.87 -5.23
H 2.13 -1.67 -3.75
H 1.54 -2.70 -2.40
H -0.20 -0.84 -4.12
H 0.33 -0.53 -2.48
H -0.88 -2.38 -1.74
H -1.84 -2.72 -4.50
H -2.26 -3.74 -3.14
H -0.53 -4.80 -4.68
H 0.02 -4.64 -2.99
C -0.40 3.51 2.57
Te 0.58 2.44 0.99
C 0.09 4.13 -0.21
C -0.22 5.25 0.76
C -0.28 6.57 0.33
C -0.58 7.59 1.21
C -0.82 7.29 2.55
C -0.76 5.98 2.99
C -0.46 4.95 2.10
H 0.18 3.42 3.48
H -1.39 3.11 2.75
H -0.77 3.91 -0.84
H 0.95 4.35 -0.85
H -0.09 6.80 -0.72
H -0.62 8.61 0.87
H -1.05 8.08 3.25
H -0.95 5.75 4.03
C 4.61 2.66 -0.52
N 4.09 1.39 -0.06
C 4.75 0.64 1.00
C 3.80 -0.54 1.22
N 2.96 -0.48 0.02
C 3.09 0.70 -0.61
S 2.11 1.21 -1.90
H 5.63 2.54 -0.91
H 4.63 3.37 0.31
H 3.96 3.04 -1.31
H 4.87 1.26 1.89
H 5.74 0.32 0.67
H 3.19 -0.41 2.12
H 4.33 -1.49 1.29
H 2.11 -1.03 -0.07
```

Summary:
Total charge = +1
Kohn-Sham gap = 7.26 eV
LUMO level = -2.7 eV

***

Density functional theory data (ωB97M-V/def2-TZVPD) for C26H40F3GaN6S as an isolated structure at a distorted geometry.

XYZ file:
```
77
C26H40F3GaN6S (ωB97M-V/def2-TZVPD)
Ga 0.51 0.12 0.06
C 0.04 4.15 2.02
S 0.89 2.56 1.88
C 0.50 1.90 3.53
H -1.02 4.00 2.19
H 0.20 4.71 1.11
H 0.48 4.69 2.86
H 1.12 2.42 4.26
H 0.73 0.84 3.53
H -0.55 2.07 3.74
F 1.78 -5.51 -4.29
C 0.56 -5.20 -3.86
F -0.23 -5.08 -4.92
F 0.11 -6.22 -3.13
C 0.57 -3.93 -3.03
C -0.64 -3.31 -2.70
C -0.60 -2.19 -1.89
N 0.54 -1.68 -1.43
C 1.69 -2.28 -1.74
C 1.75 -3.41 -2.53
H -1.58 -3.71 -3.06
H -1.51 -1.68 -1.59
H 2.58 -1.85 -1.30
H 2.70 -3.87 -2.75
C -4.51 -1.13 4.49
C -3.72 -0.53 3.37
C -4.16 0.62 2.73
C -3.44 1.17 1.67
C -3.90 2.40 0.96
C -2.25 0.57 1.30
C -1.75 -0.61 1.91
C -2.55 -1.14 2.97
N -0.65 -1.20 1.40
C 0.08 -2.23 2.14
C -0.69 -3.56 1.90
C 0.31 -1.91 3.62
C 1.46 -2.46 1.53
H -5.41 -0.56 4.70
H -3.91 -1.17 5.40
H -4.80 -2.15 4.25
H -5.05 1.12 3.07
H -4.86 2.74 1.35
H -4.02 2.20 -0.10
H -3.18 3.21 1.07
H -1.62 1.08 0.57
H -2.30 -2.08 3.42
H -1.66 -3.58 2.37
H -0.09 -4.38 2.28
H -0.83 -3.70 0.83
H -0.49 -1.32 4.07
H 1.24 -1.36 3.73
H 0.40 -2.84 4.18
H 1.41 -2.99 0.58
H 2.05 -3.07 2.22
H 2.00 -1.51 1.40
C 2.75 2.15 -1.30
N 3.31 3.02 -2.29
C 3.64 2.24 -3.48
N 2.43 1.63 -4.03
C 1.86 0.75 -3.04
N 1.51 1.49 -1.80
C 0.56 2.57 -2.19
N 1.13 3.44 -3.17
C 2.35 4.06 -2.64
C 1.47 2.67 -4.36
H 2.50 2.72 -0.40
H 3.47 1.37 -1.04
H 4.36 1.47 -3.22
H 4.08 2.89 -4.24
H 2.59 -0.03 -2.79
H 0.96 0.28 -3.44
H 0.30 3.14 -1.29
H -0.35 2.10 -2.60
H 2.10 4.64 -1.75
H 2.78 4.72 -3.39
H 1.91 3.33 -5.11
H 0.57 2.22 -4.77
```

Summary:
Total charge = +2
Kohn-Sham gap (alpha / beta) = 5.71 / 5.88 eV
LUMO level (alpha / beta) = -8.0 / -8.1 eV

***

Per-record energy above the lowest of the compared OMol25 structures with the same formula, charge and spin, kJ/mol: 0.0 33.2